1.
This record from the Open Molecules 2025 dataset describes a cluster of 5 separate species, C23H50N5O8S2 in total at a distorted geometry. The level of theory is ωB97M-V with the def2-TZVPD basis set.

Structure (XYZ):
```
88
Properties=species:S:1:pos:R:3
C 4.927 -3.195 4.084
C 4.774 -4.608 3.639
C 3.449 -5.278 2.944
S 2.701 -4.294 1.538
O 3.313 -2.891 1.315
O 1.186 -4.083 1.882
N 2.750 -5.268 0.089
S 3.935 -4.697 -1.059
O 4.078 -5.815 -2.151
O 3.364 -3.372 -1.686
C 5.650 -4.400 -0.334
C 6.605 -3.946 -1.629
C 7.324 -2.469 -1.329
C 6.477 -1.209 -1.958
C 5.930 -0.134 -0.843
C 7.064 0.398 0.215
C 6.521 1.512 1.289
C 4.996 2.053 1.015
H 4.879 -2.268 3.334
H 5.167 -2.922 5.218
H 5.696 -5.335 3.853
H 2.592 -5.540 3.708
H 3.791 -6.325 2.482
H 5.694 -3.509 0.424
H 6.135 -5.342 0.168
H 7.485 -4.709 -1.741
H 5.958 -3.816 -2.610
H 7.484 -2.405 -0.167
H 8.384 -2.510 -1.833
H 7.201 -0.626 -2.706
H 5.544 -1.540 -2.617
H 4.981 -0.609 -0.296
H 5.509 0.791 -1.449
H 7.562 -0.471 0.864
H 7.964 0.897 -0.391
H 6.569 1.013 2.372
H 7.227 2.444 1.330
H 4.192 1.193 0.916
H 4.699 2.776 1.893
H 4.997 2.629 -0.017
C 0.782 -0.446 -2.177
O 0.434 0.655 -2.585
N -0.052 -1.394 -1.623
C 0.438 -2.676 -1.163
C -1.464 -1.098 -1.497
H 1.834 -0.771 -2.226
H -0.071 -3.470 -1.719
H 0.219 -2.777 -0.096
H 1.517 -2.766 -1.318
H -1.875 -0.895 -2.491
H -1.586 -0.206 -0.876
H -1.995 -1.939 -1.043
C -5.220 0.486 2.535
O -6.133 1.180 2.106
N -4.737 -0.658 1.936
C -3.650 -1.427 2.508
C -5.334 -1.108 0.696
H -4.696 0.738 3.471
H -2.826 -1.463 1.790
H -4.004 -2.442 2.712
H -3.295 -0.976 3.439
H -5.227 -0.320 -0.056
H -6.399 -1.295 0.862
H -4.850 -2.022 0.343
C -8.398 5.917 0.769
O -8.763 7.084 0.840
N -7.207 5.421 1.257
C -6.846 4.024 1.134
C -6.287 6.326 1.914
H -9.022 5.147 0.288
H -6.700 3.607 2.134
H -5.915 3.948 0.565
H -7.628 3.458 0.619
H -6.788 6.779 2.776
H -6.006 7.118 1.214
H -5.393 5.793 2.246
C -7.172 4.161 -2.323
O -7.672 3.142 -1.864
N -6.082 4.208 -3.166
C -5.549 5.457 -3.668
C -5.449 2.967 -3.563
H -7.577 5.158 -2.085
H -5.596 5.448 -4.761
H -4.507 5.552 -3.347
H -6.120 6.310 -3.291
H -6.184 2.340 -4.075
H -5.101 2.443 -2.667
H -4.603 3.161 -4.228
```

Results
total charge = -1

=====

2.
This record from the Open Molecules 2025 dataset describes a structure of composition C23H51AgCl9O14P3 at a distorted geometry. The level of theory is ωB97M-V with the def2-TZVPD basis set.

Structure (XYZ):
```
101
Properties=species:S:1:pos:R:3
Ag 2.427 0.094 -1.505
C -1.259 1.416 0.082
C 0.007 0.694 -0.311
O 0.006 -0.094 -1.305
O 1.051 0.922 0.322
H -1.131 2.451 -0.246
H -1.268 1.460 1.176
H -2.246 1.060 -0.206
C 5.233 0.689 3.712
C 4.230 1.248 2.732
O 4.835 2.302 1.973
P 4.260 2.701 0.557
O 3.870 1.558 -0.295
O 5.392 3.659 -0.036
C 5.730 3.602 -1.436
C 6.964 2.753 -1.666
O 3.098 3.715 0.962
C 2.062 4.099 0.010
C 2.247 5.562 -0.330
H 5.544 1.481 4.401
H 4.772 -0.074 4.336
H 6.129 0.350 3.197
H 3.957 0.434 2.051
H 3.325 1.594 3.231
H 4.879 3.176 -1.977
H 5.851 4.632 -1.763
H 6.768 1.703 -1.437
H 7.394 2.859 -2.658
H 7.703 3.033 -0.911
H 2.112 3.411 -0.834
H 1.117 3.960 0.535
H 3.227 5.845 -0.714
H 1.534 5.781 -1.134
H 2.011 6.253 0.476
C -1.696 0.008 -5.139
C -0.243 -0.248 -4.766
O 0.064 -1.651 -4.758
P 1.464 -2.168 -4.206
O 2.061 -1.443 -3.066
O 1.193 -3.671 -3.848
C 0.468 -4.490 -4.782
C -1.015 -4.536 -4.451
O 2.403 -2.260 -5.507
C 2.838 -1.081 -6.181
C 3.836 -1.514 -7.249
H -2.361 -0.734 -4.692
H -2.045 0.977 -4.788
H -1.836 -0.057 -6.217
H 0.395 0.358 -5.408
H -0.090 0.142 -3.756
H 0.597 -4.086 -5.791
H 0.876 -5.488 -4.949
H -1.506 -5.312 -5.029
H -1.187 -4.578 -3.375
H -1.430 -3.557 -4.699
H 2.021 -0.476 -6.589
H 3.276 -0.365 -5.473
H 3.451 -2.295 -7.905
H 4.101 -0.658 -7.866
H 4.697 -1.965 -6.758
C -6.133 -3.292 6.579
C -5.005 -2.309 6.905
O -4.162 -2.008 5.791
P -4.701 -1.035 4.648
O -5.600 0.063 5.005
O -3.319 -0.485 4.032
C -2.351 -1.411 3.528
C -1.317 -0.650 2.756
O -5.305 -2.017 3.539
C -5.832 -1.431 2.337
C -5.917 -2.520 1.281
H -6.873 -3.217 7.379
H -6.625 -3.123 5.626
H -5.769 -4.316 6.671
H -5.427 -1.422 7.386
H -4.330 -2.669 7.683
H -1.951 -1.985 4.367
H -2.838 -2.152 2.885
H -1.703 -0.218 1.832
H -0.869 0.136 3.376
H -0.418 -1.211 2.484
H -6.828 -1.040 2.551
H -5.234 -0.562 2.049
H -6.641 -3.248 1.643
H -6.186 -2.142 0.298
H -4.942 -3.006 1.205
C 2.534 1.711 3.746
Cl 3.858 2.781 4.216
Cl 0.947 2.454 4.059
Cl 2.673 0.184 4.592
H 2.607 1.534 2.678
C -2.376 -1.665 -1.179
Cl -1.806 -2.807 0.092
Cl -3.525 -0.563 -0.457
Cl -3.010 -2.461 -2.606
H -1.461 -1.162 -1.470
C -3.219 2.736 1.736
Cl -4.203 2.636 3.199
Cl -1.937 3.943 1.869
Cl -4.215 3.009 0.331
H -2.754 1.764 1.614
```

Results
total charge = +1
⟨S²⟩ = 0.756
spin multiplicity = 2

=====

3.
This record from the Open Molecules 2025 dataset describes a structure of composition C23H51AlCaCl2F11MgN3O9PS2Si2 at a distorted geometry. The level of theory is ωB97M-V with the def2-TZVPD basis set.

Structure (XYZ):
```
107
Properties=species:S:1:pos:R:3
C 1.583 -1.337 -0.264
C 0.436 -1.265 -1.300
N 0.863 -1.890 -2.552
P -0.110 -3.350 -3.047
C -1.113 -4.964 -3.374
C -2.347 -5.010 -2.441
C -2.414 -6.452 -1.856
F -3.552 -4.803 -3.091
Si 1.721 -4.127 -4.065
C 2.926 -4.575 -2.633
C 1.478 -5.700 -5.082
C 2.601 -2.880 -5.181
Si -1.571 -1.970 -4.067
C -2.532 -2.753 -5.492
C -2.801 -1.291 -2.713
C -0.759 -0.413 -4.778
H 1.533 -0.516 0.465
H 2.544 -1.187 -0.792
H 1.670 -2.330 0.242
H 0.293 -0.185 -1.507
H -0.531 -1.631 -0.918
H 1.866 -2.044 -2.574
H -0.209 -3.690 -1.628
H -1.339 -5.177 -4.428
H -0.471 -5.800 -3.028
H -2.242 -4.249 -1.642
H -2.500 -7.116 -2.735
H -1.436 -6.690 -1.403
H -3.254 -6.590 -1.146
H 2.345 -4.505 -1.674
H 3.367 -5.577 -2.733
H 3.714 -3.804 -2.602
H 1.258 -6.532 -4.385
H 0.690 -5.650 -5.844
H 2.457 -5.958 -5.527
H 2.277 -1.841 -5.034
H 3.697 -2.969 -5.054
H 2.417 -3.192 -6.226
H -2.716 -1.946 -6.227
H -1.958 -3.517 -6.048
H -3.522 -3.137 -5.222
H -2.559 -0.248 -2.440
H -2.734 -1.909 -1.807
H -3.879 -1.242 -3.146
H -1.595 0.304 -4.919
H -0.069 0.069 -4.077
H -0.332 -0.580 -5.778
C 0.761 -1.375 7.430
F 0.898 -0.449 8.375
F 1.806 -2.211 7.524
F -0.332 -2.088 7.713
S 0.657 -0.618 5.766
O 1.906 0.073 5.601
O -0.503 0.215 5.816
N 0.501 -1.985 4.941
S 0.367 -1.813 3.401
O 1.554 -1.416 2.682
O -0.862 -1.278 2.911
C 0.241 -3.603 3.016
F -0.784 -4.179 3.582
F 1.341 -4.310 3.405
F 0.105 -3.839 1.647
C 1.513 5.693 7.949
C 1.531 4.176 7.760
C 2.926 3.557 7.911
O 3.780 3.777 6.778
C 4.383 5.034 6.746
N 0.928 3.853 6.463
H 1.887 6.230 7.075
H 0.494 6.043 8.115
H 2.110 5.990 8.815
H 0.900 3.746 8.542
H 2.815 2.475 7.989
H 3.420 3.886 8.832
H 4.642 5.416 7.736
H 3.736 5.766 6.224
H 5.321 4.941 6.165
H 0.842 2.841 6.382
H 1.604 4.093 5.743
Mg -3.243 -6.023 0.449
C -2.322 4.623 -6.639
C -1.726 3.243 -6.463
O -0.349 3.222 -6.255
C 0.184 3.477 -4.924
O -0.380 2.718 -4.041
C 0.175 4.989 -4.531
F 0.485 5.756 -5.594
F 1.115 5.234 -3.603
F -0.987 5.436 -4.049
H -1.656 5.256 -7.239
H -3.290 4.558 -7.134
H -2.483 5.117 -5.696
H -1.877 2.693 -7.398
H -2.277 2.661 -5.673
H 1.266 3.307 -5.105
C -2.283 6.458 5.999
C -2.369 7.783 6.798
O -3.462 7.998 7.346
O -1.320 8.458 6.783
H -3.219 5.904 6.042
H -2.055 6.672 4.955
H -1.488 5.838 6.416
Al 4.501 4.888 4.185
Cl -5.154 -2.256 -3.504
F -7.206 -3.328 -4.217
Ca 1.549 -4.662 0.714
Cl -3.806 3.562 -4.884
```

Results
total charge = +1

=====

Listing DFT total energy for the structures above in their given order: -70154.8212; -197899.4510; -179679.5039 eV.